(1)
{"formula": "C18H14FN3O", "method": "ωB97M-V/def2-TZVPD", "symbols": ["H", "C", "C", "C", "H", "C", "C", "H", "H", "C", "H", "H", "H", "H", "C", "H", "O", "C", "H", "H", "C", "C", "N", "C", "C", "N", "H", "N", "F", "H", "C", "H", "C", "C", "C", "C", "C"], "positions_angstrom": [[3.6309, 0.9693, 1.7716], [1.5885, -4.7017, -5.5533], [1.3768, -0.2365, -0.4759], [-4.6005, 3.3742, 4.3747], [3.4644, -0.5054, -0.2285], [1.3739, -1.1809, -1.5449], [0.2199, 0.1512, 0.1550], [-3.3029, 4.1851, 5.8868], [-0.7198, -0.2260, -0.1757], [0.7616, -3.5894, -5.7313], [-5.5431, 3.5792, 4.8794], [0.1426, -3.4389, -6.6301], [1.5943, -5.4447, -6.3397], [2.9819, 1.1755, -0.5717], [2.7063, 0.2652, -0.0161], [1.4123, 1.5533, 2.9704], [-0.9970, 2.4728, 2.6493], [2.3607, -4.8535, -4.3945], [1.7513, 2.5488, 1.6313], [2.5080, -0.4331, 2.0131], [1.4870, -2.9384, -3.5137], [1.4028, -1.9985, -2.4412], [-2.2194, 3.4424, 4.2604], [-3.3715, 3.7007, 4.9128], [-3.4963, 2.3271, 2.4994], [-0.9359, 1.4564, 1.6452], [2.9821, -5.7427, -4.2601], [2.3305, -3.9758, -3.4052], [-3.5915, 1.5948, 1.3475], [0.1235, -1.7923, -4.6952], [-2.2745, 2.7668, 3.0669], [-5.6277, 2.4010, 2.7708], [0.7354, -2.6824, -4.6562], [0.2294, 1.0322, 1.2614], [1.5141, 1.5105, 1.8779], [-4.6690, 2.6914, 3.1654], [2.6711, 0.5425, 1.4940]], "lowdin_charge": [0.1050, -0.0736, -0.2171, -0.0865, 0.1248, 0.0478, 0.0274, 0.1068, 0.1210, -0.0528, 0.1032, 0.1138, 0.0955, 0.1324, -0.1566, 0.1207, -0.0195, -0.1388, 0.1268, 0.1324, -0.3104, 0.0679, 0.1320, -0.1429, -0.1733, 0.1326, 0.1089, 0.1082, 0.0427, 0.1124, -0.2319, 0.1168, -0.0247, -0.2673, -0.1102, -0.0020, -0.1715], "orbital_gap_ev": 8.04, "e_tot_ev": -28124.25786, "e_homo_ev": -8.2, "relative_energy_kcal_mol": 56.9, "fmax_ev_per_a": 3.8, "smiles": "Fc1cccnc1O/N=C1/C=C(C#Cc2ccccn2)CCC1"}



(2)
{"formula": "C36H64B3N9O5S", "method": "ωB97M-V/def2-TZVPD", "symbols": ["N", "H", "H", "H", "H", "N", "H", "H", "H", "N", "C", "C", "H", "O", "H", "N", "H", "H", "N", "C", "H", "O", "C", "C", "H", "H", "H", "H", "H", "N", "H", "C", "H", "H", "C", "C", "H", "H", "H", "H", "H", "H", "C", "H", "H", "C", "B", "H", "C", "C", "H", "H", "H", "H", "H", "C", "C", "H", "H", "H", "H", "N", "H", "C", "H", "C", "H", "H", "H", "O", "C", "C", "C", "N", "C", "C", "C", "H", "C", "H", "O", "O", "S", "C", "H", "H", "C", "H", "H", "C", "H", "C", "C", "H", "H", "B", "H", "N", "C", "B", "H", "C", "H", "H", "H", "C", "C", "H", "H", "H", "C", "H", "C", "H", "H", "H", "C", "C"], "positions_angstrom": [[-5.4704, 2.8061, 4.8991], [-6.3049, 1.0249, 4.4236], [3.7283, -1.5658, -1.8173], [-9.9979, 8.6014, -0.4655], [-6.3618, 8.3961, -1.6708], [-0.6569, -2.3148, 0.9696], [10.6518, -1.0854, -8.5378], [2.4724, -2.0838, 0.3717], [13.0846, -1.4827, -8.6095], [-8.0198, 5.9520, -0.4866], [0.5134, 2.9740, 1.6338], [10.1244, -2.7068, -7.2228], [-4.7545, -4.0221, -0.3074], [2.0306, 1.5553, -0.9586], [5.1510, -6.3407, -3.4775], [4.9845, -7.1799, 2.1530], [-6.4185, 9.9853, -2.4310], [-1.2056, 2.6619, 6.6670], [-5.5265, -3.6661, 4.4488], [-7.1868, -0.6449, 5.4810], [5.6843, -2.2296, 0.1965], [5.1091, -7.8730, -0.1908], [-6.7920, 9.3991, -1.5854], [12.4812, -1.9598, -7.8307], [12.9261, -2.9397, -7.6304], [7.1417, -6.9470, -4.8172], [-5.4053, -2.1578, 1.1700], [-4.2693, 4.1229, -1.6844], [4.9680, -2.1391, 2.0296], [5.5291, -3.1327, -2.7712], [10.1278, -2.1014, -6.3099], [5.2544, -6.7362, 0.7315], [-1.2013, -0.6374, -1.1562], [7.9069, -3.9743, -4.7110], [7.1072, -5.9674, -4.3280], [-4.1168, 4.5410, 1.1213], [1.4784, 2.3108, 1.7242], [-5.4595, 5.3870, -1.9878], [-6.1277, -1.7121, 7.0487], [-8.6515, 8.9103, -2.5421], [-1.2321, 2.6621, 0.2011], [3.3799, -4.0325, -0.0210], [-5.1967, 4.9393, 0.1134], [8.8852, -5.2893, -5.3592], [-6.0035, 4.1961, 0.1193], [-8.3169, 9.3611, -1.5997], [-0.2523, -0.0915, -1.6034], [-4.5724, -3.4018, 2.1217], [-2.8013, 3.8934, 7.4073], [-8.9039, 8.5878, -0.4173], [-3.7339, -1.9030, 1.6678], [-2.2913, 3.6855, 4.6562], [-5.4586, -0.4982, 4.1581], [10.9958, -2.6819, -9.2032], [-2.7576, -4.8693, 0.9435], [-0.0973, 3.0168, 0.1039], [4.2197, -3.9217, 0.8123], [9.0944, -2.7598, -7.5912], [-0.1140, 4.0817, -0.3826], [-3.8592, 5.8199, -1.3567], [-5.2715, 0.3592, 5.7025], [11.0120, -5.2730, -6.6222], [4.5467, 0.0484, -1.0302], [-2.2978, 2.7049, 6.5943], [-2.4677, 3.8116, 8.4465], [-4.6605, 5.0736, -1.3084], [-4.5478, 4.4713, 2.1257], [-7.8809, -0.8757, 4.6637], [-8.6001, 9.0451, 0.5306], [-0.2687, 1.3619, -1.9985], [3.4572, -1.4168, 0.4711], [7.8559, -4.9567, -5.1911], [-2.6983, 2.7803, 5.1197], [4.7053, -8.5622, 2.1784], [-5.9833, 0.0989, 4.9107], [-6.7991, -1.9320, 6.2116], [-4.4453, -2.6606, 1.3242], [-3.8787, -2.5552, -0.7446], [-8.4207, 7.1471, -0.4552], [-0.8673, 1.6198, 2.3691], [-0.4902, 2.5078, 2.6417], [1.0641, -0.7684, -1.7550], [5.7092, -4.9480, 0.3055], [11.0303, -2.0821, -8.2856], [-5.6368, 5.8948, 0.4189], [-2.3783, -4.5474, -0.7581], [4.7434, -2.3461, 0.8905], [-8.6980, 10.3880, -1.5807], [3.2374, -0.5325, 1.2339], [-2.6605, -4.0794, 0.1909], [-7.7161, 0.0159, 6.1763], [-6.1036, -2.8798, 5.2481], [5.6469, -5.5791, -4.0886], [0.7233, 4.1118, 1.9270], [5.1081, -5.5029, -5.0393], [0.6173, 1.9806, -0.9522], [-2.6872, 1.7808, 7.0389], [-3.0384, 2.0760, 0.4179], [3.6294, -0.6841, -1.0200], [2.1696, 0.1063, -1.2639], [12.5574, -1.3535, -6.9207], [-3.9812, -3.3238, 0.0312], [3.8684, -4.2699, 1.8734], [7.6277, -6.0680, -3.3677], [7.3715, -4.8392, -6.1673], [5.5825, -4.2420, -3.3685], [10.6095, -4.1095, -6.8945], [-6.4195, 9.8569, -0.6617], [4.6517, -10.1003, 0.2863], [-3.3181, 5.2901, 1.1457], [-1.5653, -3.1149, 0.6165], [-2.4205, 4.8370, 6.9999], [4.7960, -9.0101, 0.7259], [-7.6936, -2.4201, 6.6131], [-3.8949, 3.9400, 7.4204], [-2.3026, 1.9145, 4.5783], [-4.2135, 2.7944, 4.9991], [-3.5274, 3.1936, 0.7368]], "lowdin_charge": [0.1140, 0.0299, 0.0940, 0.1137, 0.0626, 0.1265, 0.1095, 0.1120, 0.0733, 0.1348, -0.1989, -0.1930, 0.1091, 0.1568, 0.1097, -0.0369, 0.0748, 0.1132, 0.1113, -0.2669, 0.0986, -0.1159, -0.1124, -0.1161, 0.0704, 0.1121, 0.0745, 0.0702, 0.1171, 0.1256, 0.1191, -0.4596, 0.0858, 0.0719, -0.2665, -0.1733, 0.1254, 0.0621, 0.1147, 0.1135, 0.0559, 0.1001, -0.3027, 0.0350, 0.1026, -0.2764, -0.1931, 0.0407, -0.1159, -0.1908, 0.0675, 0.1139, 0.0698, 0.1128, 0.1176, -0.0613, -0.4739, 0.1125, 0.1241, 0.0750, 0.0637, 0.1145, 0.1168, -0.2681, 0.0726, -0.1145, 0.1040, 0.1124, 0.1163, 0.0967, -0.2043, -0.1269, -0.1857, -0.0228, -0.1431, -0.1961, -0.1244, 0.1087, -0.1312, 0.0950, -0.1688, 0.1077, 0.8163, -0.2776, 0.0827, 0.1117, -0.2412, 0.1094, 0.1241, -0.1877, 0.1108, -0.1468, -0.1866, 0.1332, 0.1157, -0.3824, 0.1101, 0.1334, -0.0945, -0.3612, 0.0784, -0.2746, 0.0966, 0.1144, 0.0804, -0.1522, -0.1697, 0.0786, 0.1375, 0.1178, -0.1417, 0.0776, -0.0501, 0.1107, 0.0683, 0.1061, -0.1327, -0.1173], "orbital_gap_ev": 8.86, "e_tot_ev": -74875.13210, "e_homo_ev": -8.7, "fmax_ev_per_a": 10.3, "smiles": "OCCB1OBOB(CCCCSc2nnco2)O1.CCCC#N.CCCC#N.CCCC#N.CCCC#N.CCCC#N.CCCC#N.CCCC#N"}